Entry 1:
The following is a DFT calculation (ωB97M-V/def2-TZVPD) of a cluster of 5 separate species, C25H61BO14Si in total in a non-equilibrium geometry.

Calculated values
Charge: 0
SMILES: CCO[C@@H]1C[C@@H](B(O)O)O[C@@]1(CCCCCOC)CCO[Si](C)(C)C.OCCO.OCCO.OCCO.OCCO
LUMO energy, eV: -0.24

```
102
Properties=species:S:1:pos:R:3:forces:R:3:mulliken_charge:R:1
C -2.098272 -3.893267 3.505480 -0.172 0.077 -0.171 -1.343
C -1.816080 -4.096503 2.021125 0.648 -0.508 0.278 -0.033
O -1.486716 -2.891805 1.356849 0.001 0.432 -0.097 -0.348
C -2.099188 -2.752603 0.082781 -0.213 -1.385 0.051 -0.712
C -1.548281 -3.768366 -0.933485 0.076 0.500 -0.525 -0.839
C -0.351153 -2.952842 -1.413766 -0.132 -0.923 0.473 -0.138
B 0.723534 -3.548037 -2.394409 0.016 0.707 -0.702 0.785
O 0.576367 -4.736880 -3.034606 0.376 -0.499 0.644 -0.545
O 1.921892 -2.834093 -2.582243 0.394 -0.593 0.589 -0.540
O -0.975099 -1.725437 -1.738983 0.722 0.183 0.111 -0.527
C -1.772910 -1.411185 -0.596897 -1.225 1.143 0.385 2.365
C -1.126403 -0.398792 0.378346 0.893 -0.083 -0.293 -1.539
C 0.398318 -0.201195 0.230649 -0.360 0.239 -0.065 -0.459
C 0.768521 1.200715 -0.290896 0.295 -0.837 1.035 -1.453
C 0.879707 2.222933 0.843496 -0.413 0.293 -0.689 0.158
C -0.454691 2.850301 1.224481 0.192 0.080 0.509 -0.450
O -0.302090 4.153431 1.784401 0.217 0.002 0.067 -0.487
C -0.227028 4.121901 3.198547 -0.155 0.028 -0.516 -0.775
C -3.016087 -0.707225 -1.173165 -0.115 -0.710 0.005 -1.420
C -4.029862 -1.602090 -1.868927 -0.170 0.970 -0.226 -0.327
O -5.170285 -0.797951 -2.233480 -0.086 -0.324 0.231 -0.535
Si -6.557621 -1.145434 -1.377940 -0.710 0.017 0.094 0.814
C -7.151467 -2.917279 -1.671821 0.595 0.933 0.044 -1.131
C -6.321292 -0.971153 0.493983 0.240 -0.074 -0.341 -1.023
C -7.968622 -0.006450 -1.892973 0.475 -0.292 0.124 -1.242
H -2.124829 -2.837726 3.752528 -0.012 0.167 0.022 0.300
H -1.366120 -4.388092 4.129015 0.271 -0.025 0.108 0.276
H -3.055298 -4.333253 3.755090 -0.275 0.034 0.163 0.340
H -2.646342 -4.626222 1.561616 -0.297 0.230 -0.319 0.352
H -0.961545 -4.766490 1.929499 0.101 -0.195 -0.092 0.163
H -3.160620 -2.941393 0.242507 -0.235 0.383 -0.068 0.579
H -1.362548 -4.774812 -0.582821 0.166 -0.074 0.380 0.544
H -2.229574 -3.840205 -1.778344 -0.223 -0.127 -0.070 0.374
H 0.239537 -2.806945 -0.490317 0.274 0.027 -0.032 -0.241
H 1.460955 -5.107273 -3.207596 -0.527 0.161 -0.473 0.307
H 2.598862 -3.168460 -1.966731 -0.107 0.484 -0.401 0.278
H -1.362673 -0.662346 1.400120 -0.153 -0.225 0.143 0.484
H -1.580885 0.569201 0.219294 -0.228 0.235 -0.205 0.759
H 0.855626 -0.923785 -0.433863 -0.158 -0.196 -0.140 0.202
H 0.849994 -0.351850 1.205519 0.274 -0.014 0.202 0.327
H 1.747787 1.102968 -0.745999 0.128 0.218 -0.347 0.313
H 0.032252 1.496152 -1.030470 0.047 0.219 -0.314 0.374
H 1.364721 1.756509 1.694059 0.127 -0.042 0.257 0.255
H 1.528286 3.023084 0.513980 0.108 0.275 -0.043 0.125
H -0.974895 2.236002 1.959587 -0.271 -0.242 -0.042 0.316
H -1.087566 2.942570 0.349523 -0.126 0.149 -0.213 0.305
H -1.232776 4.061386 3.610193 -0.135 -0.117 0.260 0.317
H 0.365855 3.273685 3.535857 0.100 -0.136 0.187 0.341
H 0.236219 5.038338 3.547086 0.064 0.177 -0.020 0.281
H -2.640717 -0.004976 -1.910181 0.039 0.270 -0.096 0.319
H -3.536034 -0.135615 -0.412805 -0.008 0.049 0.282 0.364
H -3.577178 -1.983778 -2.775976 -0.098 -0.352 -0.211 0.243
H -4.376148 -2.417937 -1.239451 0.208 -0.302 0.071 0.192
H -7.249566 -3.116897 -2.730997 0.000 -0.191 -0.246 0.287
H -8.127504 -2.988084 -1.207261 -0.210 -0.232 0.189 0.382
H -6.449663 -3.603887 -1.210261 -0.082 -0.387 0.014 0.339
H -6.631828 -1.880364 1.001627 -0.047 -0.161 0.092 0.327
H -5.296997 -0.762205 0.790460 0.185 -0.032 0.031 0.189
H -6.926821 -0.160205 0.879263 -0.167 0.218 0.071 0.423
H -8.746935 -0.600811 -2.358268 -0.123 -0.040 -0.322 0.332
H -7.668285 0.799527 -2.552424 0.011 0.114 -0.163 0.293
H -8.413504 0.421293 -1.002107 -0.049 0.215 0.203 0.359
C 3.161688 -6.509595 3.112931 -0.099 -0.146 0.305 -0.378
C 1.789174 -6.247418 2.530705 -0.007 0.233 0.064 -0.256
O 0.844394 -6.020201 3.579306 0.047 0.001 -0.040 -0.557
O 3.127697 -7.625335 3.987788 -0.086 -0.023 -0.138 -0.508
H 3.883084 -6.723419 2.324040 0.018 0.000 0.002 0.335
H 3.503452 -5.629755 3.675280 0.021 0.109 -0.168 0.269
H 1.437345 -7.123098 1.987081 -0.021 -0.014 0.009 0.308
H 1.807904 -5.387792 1.851666 0.063 -0.057 -0.068 0.119
H 1.051047 -5.165644 3.976689 -0.050 -0.070 0.013 0.333
H 2.287599 -7.571858 4.463858 0.108 -0.003 0.009 0.339
C 4.306112 5.648899 2.552852 0.172 -0.112 -0.179 -0.539
C 3.180811 4.733181 2.121384 0.113 -0.138 0.079 -0.091
O 3.717647 3.572115 1.484641 0.166 0.109 0.052 -0.541
O 5.102485 6.018926 1.431802 -0.274 0.132 -0.140 -0.548
H 3.915223 6.561060 3.004798 0.022 0.018 0.000 0.337
H 4.948357 5.140498 3.283361 -0.117 0.024 0.119 0.332
H 2.551407 5.226696 1.381473 -0.046 -0.030 -0.006 0.278
H 2.562717 4.441939 2.972975 -0.067 0.106 0.050 0.120
H 4.151156 3.041098 2.163184 -0.018 -0.013 -0.105 0.313
H 5.161507 5.230918 0.871865 0.064 0.042 0.061 0.331
C 4.060437 9.939985 0.553447 0.213 -0.063 -0.189 -0.231
C 2.960993 9.003058 0.099151 0.098 -0.239 0.099 -0.443
O 3.526496 7.861961 -0.541429 -0.095 0.102 0.008 -0.564
O 4.859661 10.337892 -0.549631 -0.139 0.019 -0.052 -0.517
H 3.642617 10.838823 1.008470 0.013 0.018 -0.004 0.311
H 4.701238 9.434783 1.288708 -0.140 -0.010 0.125 0.212
H 2.332770 9.493960 -0.643282 -0.019 0.011 0.001 0.312
H 2.336533 8.691164 0.943886 -0.041 0.122 0.021 0.257
H 3.966163 7.332215 0.137733 0.190 -0.115 0.001 0.335
H 4.941734 9.555805 -1.113221 0.044 0.054 0.073 0.340
C 3.879435 -0.430193 -5.486816 0.134 -0.029 0.283 -0.208
C 4.113168 -1.821642 -6.035659 -0.210 -0.071 0.107 -0.449
O 4.255941 -2.751876 -4.960280 -0.047 -0.041 0.001 -0.537
O 4.952075 -0.045088 -4.639138 0.070 -0.060 -0.120 -0.506
H 3.809606 0.299238 -6.293915 0.007 0.017 0.003 0.318
H 2.946909 -0.408591 -4.907608 -0.102 -0.028 -0.155 0.168
H 5.046922 -1.853808 -6.595340 0.017 -0.012 0.002 0.280
H 3.292801 -2.128396 -6.691898 0.025 0.084 -0.071 0.304
H 3.391559 -2.847731 -4.537887 0.058 0.071 0.079 0.308
H 5.203691 -0.840602 -4.150491 -0.049 0.092 -0.003 0.336
```
Forces are in eV/Å.

Entry 2:
The following is a DFT calculation (ωB97M-V/def2-TZVPD) of a structure of composition C25H62B3O16P in a non-equilibrium geometry.

Calculated values
Charge: 0
LUMO energy, eV: -0.13

```
107
Properties=species:S:1:pos:R:3:forces:R:3:mulliken_charge:R:1
O 2.424943 0.745255 3.781163 -0.872 1.488 0.351 -0.520
C 1.775923 1.771294 3.965238 0.843 -1.796 -0.410 -0.043
C 0.587464 2.094186 3.092319 0.506 0.306 -0.043 -0.515
B 0.817907 1.522573 1.653366 0.660 -1.318 -0.007 0.086
O -0.063558 0.699450 0.981940 -0.616 1.207 0.192 -0.027
B -0.492410 1.367627 -0.179913 0.058 -1.512 -0.259 -0.100
C -2.009147 1.583171 -0.432207 0.447 0.157 0.324 -0.182
C -2.492671 2.644487 0.589208 0.058 -0.247 -0.430 -0.289
C -3.708183 3.407747 0.078189 0.175 0.376 0.260 -0.525
O -4.654011 3.694235 1.094277 -0.266 -0.187 -0.185 -0.554
O 0.515266 1.899352 -0.991812 -0.598 1.093 0.294 -0.227
B 1.455447 2.550784 -0.239309 0.674 -0.678 -0.124 0.483
P 2.116784 4.321318 -0.695269 0.786 0.524 -1.146 0.382
O 2.744078 4.393530 -2.043210 0.064 -0.214 -0.213 -0.670
O 1.926912 1.958180 0.909565 -0.558 1.080 0.417 -0.167
H 2.073915 2.469696 4.759977 -0.104 0.113 0.053 0.372
H 0.534164 3.182092 2.998971 -0.120 0.173 0.069 0.303
H -0.346642 1.769527 3.536281 -0.115 -0.198 0.224 0.388
H -2.558877 0.672515 -0.230179 -0.177 -0.262 -0.307 0.136
H -2.159307 1.923957 -1.449405 -0.245 -0.026 -0.218 0.217
H -1.670181 3.326742 0.813635 -0.040 0.347 0.144 0.271
H -2.768691 2.161849 1.520825 0.040 -0.207 0.181 0.307
H -3.376125 4.339445 -0.379501 0.011 0.133 -0.253 0.290
H -4.231927 2.836258 -0.675774 -0.154 -0.210 -0.114 0.284
H -4.181483 3.996377 1.866120 0.135 0.223 0.335 0.306
H 1.092075 5.292412 -0.578031 -0.186 -0.249 0.508 0.014
H 3.041143 4.698735 0.304467 -0.347 -0.094 0.386 -0.056
C -2.771197 -3.445393 -4.242890 0.004 -0.073 0.035 -0.552
O -4.051052 -2.840892 -4.146641 0.122 0.086 -0.009 -0.433
C -4.290811 -2.264926 -2.871867 -0.210 -0.124 -0.088 -0.071
C -4.123288 -0.763965 -2.895023 0.151 0.068 0.236 -0.761
O -2.774133 -0.392782 -3.131795 -0.018 0.006 -0.103 -0.077
C -2.535726 0.025317 -4.464373 0.054 0.021 0.035 -0.927
H -2.593224 -3.694449 -5.287135 -0.092 -0.030 -0.020 0.264
H -1.981256 -2.771791 -3.900827 -0.019 0.007 0.032 0.346
H -2.749537 -4.369061 -3.655673 0.112 -0.008 -0.015 0.118
H -3.631260 -2.707773 -2.118366 0.022 0.013 0.019 -0.008
H -5.324365 -2.500392 -2.596361 0.004 0.023 0.033 0.406
H -4.403839 -0.365361 -1.913892 -0.040 0.000 -0.013 0.366
H -4.783863 -0.316183 -3.643266 -0.008 -0.020 -0.036 0.409
H -2.983260 1.008675 -4.646816 -0.024 -0.019 -0.046 0.342
H -2.931399 -0.691490 -5.187374 -0.018 0.003 -0.005 0.329
H -1.457983 0.102347 -4.596225 0.012 0.019 0.038 0.264
C 4.538481 4.546257 5.199179 -0.068 -0.046 -0.027 -0.788
O 3.302160 5.155467 5.530832 0.059 -0.028 -0.027 -0.265
C 3.254661 5.639626 6.864883 -0.217 -0.033 -0.102 -0.588
C 3.459515 7.135687 6.922689 0.173 0.069 0.175 -0.504
O 4.770234 7.500111 6.525888 -0.023 -0.043 -0.107 -0.379
C 4.841764 8.001301 5.203016 0.021 0.018 0.039 -0.680
H 4.545866 4.385329 4.121927 -0.031 -0.009 -0.002 0.034
H 5.386341 5.179978 5.468027 0.007 -0.005 0.013 0.479
H 4.633318 3.576975 5.701459 0.083 0.010 -0.001 0.402
H 4.000242 5.133442 7.484416 0.036 0.006 0.008 0.354
H 2.263816 5.401480 7.264330 0.013 0.007 0.027 0.375
H 3.326292 7.469608 7.956373 -0.035 -0.004 -0.004 0.379
H 2.713368 7.643257 6.304155 -0.023 -0.014 -0.031 0.318
H 4.396007 8.999928 5.143941 -0.029 -0.013 -0.043 0.329
H 4.340644 7.339195 4.492793 -0.015 0.008 -0.007 0.279
H 5.894300 8.072397 4.936213 0.019 0.014 0.036 0.243
C -1.740746 -6.396170 2.291586 0.011 -0.036 -0.008 -0.654
O -1.882466 -7.089272 1.065530 0.011 0.097 0.031 -0.383
C -3.043167 -6.720534 0.340159 0.103 -0.221 -0.038 -0.804
C -2.719259 -5.775127 -0.793020 -0.223 0.228 -0.032 -0.121
O -2.269546 -4.515357 -0.316910 0.096 -0.067 -0.003 -0.309
C -0.863378 -4.358631 -0.401372 -0.025 0.075 -0.008 -0.775
H -0.744498 -6.608709 2.674568 0.005 -0.042 -0.008 0.244
H -1.846574 -5.316702 2.158935 -0.017 0.005 0.008 0.260
H -2.479969 -6.745673 3.020600 -0.013 0.050 0.014 0.328
H -3.786986 -6.270977 1.004804 -0.011 0.037 0.006 0.395
H -3.471866 -7.637131 -0.077633 -0.027 0.019 -0.009 0.353
H -3.631730 -5.594466 -1.372326 0.008 -0.050 -0.026 0.159
H -1.979551 -6.223679 -1.462185 0.026 -0.023 0.003 0.405
H -0.551839 -4.230291 -1.443858 0.036 -0.039 0.005 0.286
H -0.337133 -5.212518 0.031079 0.004 -0.013 -0.012 0.384
H -0.599178 -3.461091 0.155193 -0.031 0.028 -0.010 0.224
C 7.372913 3.448318 2.598808 0.000 -0.043 -0.015 -0.697
O 7.111773 2.783449 1.378855 0.021 0.122 0.048 -0.421
C 5.933108 3.236615 0.731868 0.093 -0.303 -0.133 0.254
C 6.240674 4.168286 -0.418490 -0.233 0.285 0.090 -0.470
O 6.805924 5.389104 0.039532 0.105 -0.060 0.053 -0.380
C 8.209264 5.455806 -0.127603 -0.036 0.035 -0.004 -0.743
H 8.375437 3.168836 2.917457 0.002 -0.041 -0.003 0.306
H 7.327373 4.534791 2.484177 -0.018 0.007 0.011 0.339
H 6.659464 3.134132 3.370071 0.004 0.042 0.014 0.234
H 5.265272 3.721418 1.452118 -0.004 0.062 -0.010 -0.140
H 5.418936 2.353083 0.339506 -0.041 0.016 0.011 0.255
H 5.308779 4.417818 -0.935358 -0.003 -0.063 -0.067 0.290
H 6.903872 3.680324 -1.137694 0.029 -0.043 0.017 0.324
H 8.466933 5.570354 -1.185989 0.040 -0.039 0.002 0.318
H 8.705711 4.567369 0.270562 0.009 -0.012 -0.017 0.326
H 8.563450 6.331064 0.414517 -0.028 0.029 -0.010 0.239
C -5.343380 -9.325685 -4.209622 -0.037 -0.001 -0.015 -0.704
O -6.187132 -8.319833 -4.737300 0.115 -0.016 0.021 -0.381
C -6.021927 -7.058887 -4.108378 -0.246 -0.039 -0.147 -0.494
C -5.191683 -6.112975 -4.944078 0.210 0.131 0.272 -0.177
O -3.846881 -6.563620 -5.053198 -0.090 -0.080 -0.116 -0.263
C -3.571281 -7.179194 -6.298078 0.080 0.020 0.037 -0.887
H -5.409714 -10.188858 -4.869270 -0.042 -0.004 -0.008 0.247
H -4.302734 -8.995089 -4.162223 0.004 0.001 0.019 0.298
H -5.674825 -9.622435 -3.208280 0.050 0.001 0.019 0.320
H -5.571736 -7.180078 -3.117919 0.036 0.007 0.013 0.192
H -7.019668 -6.628656 -3.976482 0.013 0.022 0.030 0.389
H -5.168176 -5.133465 -4.455721 -0.025 0.018 -0.044 0.172
H -5.638147 -5.984998 -5.934007 -0.019 -0.038 -0.024 0.364
H -3.533380 -6.431746 -7.098260 -0.035 -0.031 -0.032 0.326
H -4.318000 -7.936773 -6.547077 -0.013 0.007 -0.014 0.361
H -2.595958 -7.656862 -6.220123 0.022 0.028 0.019 0.246
```
Forces are in eV/Å.

no.,orbital gap (eV),highest occupied orbital energy (eV)
1,9.4464,-9.69
2,9.0161,-9.15